Entry 1:
{
  "formula": "C16H43CaN2OSi3",
  "method": "ωB97M-V with the def2-TZVPD basis set",
  "homo_lumo_gap_ev": 8.1,
  "total_charge": 1,
  "symbols": ["Ca", "C", "N", "C", "C", "C", "N", "C", "C", "H", "H", "H", "H", "H", "H", "H", "H", "H", "H", "H", "H", "H", "H", "H", "H", "C", "O", "Si", "C", "C", "C", "Si", "C", "C", "C", "Si", "C", "C", "C", "H", "H", "H", "H", "H", "H", "H", "H", "H", "H", "H", "H", "H", "H", "H", "H", "H", "H", "H", "H", "H", "H", "H", "H", "H", "H", "H"],
  "coordinates": [[0.041, -0.325, -0.841], [-1.774, 1.411, -2.824], [-1.919, 0.002, -2.418], [-3.219, -0.168, -1.746], [-1.831, -0.893, -3.585], [-0.415, -1.019, -4.121], [0.543, -1.496, -3.107], [0.339, -2.924, -2.825], [1.919, -1.287, -3.582], [-2.533, 1.692, -3.562], [-0.792, 1.595, -3.265], [-1.886, 2.059, -1.955], [-4.049, 0.114, -2.403], [-3.259, 0.457, -0.853], [-3.352, -1.208, -1.448], [-2.483, -0.536, -4.391], [-2.210, -1.871, -3.287], [-0.062, -0.053, -4.485], [-0.425, -1.693, -4.986], [0.431, -3.531, -3.733], [-0.649, -3.104, -2.398], [1.089, -3.266, -2.109], [2.109, -1.827, -4.516], [2.625, -1.639, -2.832], [2.096, -0.225, -3.759], [3.449, -1.372, -0.154], [2.161, -0.816, 0.117], [1.516, -0.637, 1.726], [2.869, -0.068, 2.866], [1.116, -2.399, 2.202], [0.101, 0.451, 1.382], [-1.387, 0.088, 2.407], [-1.021, -0.072, 4.235], [-2.729, 1.386, 2.247], [-2.189, -1.531, 1.837], [0.614, 2.229, 1.265], [-0.626, 3.289, 0.315], [0.909, 3.024, 2.928], [2.178, 2.385, 0.215], [4.100, -1.284, 0.715], [3.906, -0.826, -0.979], [3.366, -2.427, -0.420], [3.655, -0.820, 2.979], [2.439, 0.098, 3.858], [3.332, 0.868, 2.549], [2.042, -2.975, 2.279], [0.472, -2.903, 1.476], [0.618, -2.454, 3.173], [-0.630, 0.869, 4.630], [-0.276, -0.847, 4.434], [-1.920, -0.326, 4.804], [-2.402, 2.362, 2.616], [-3.596, 1.084, 2.841], [-3.070, 1.519, 1.217], [-1.652, -2.406, 2.205], [-2.243, -1.614, 0.741], [-3.218, -1.602, 2.200], [-1.656, 2.946, 0.416], [-0.373, 3.328, -0.750], [-0.593, 4.321, 0.677], [-0.037, 3.136, 3.468], [1.351, 4.020, 2.829], [1.572, 2.416, 3.547], [2.034, 1.993, -0.802], [3.040, 1.866, 0.635], [2.443, 3.440, 0.102]],
  "atomic_forces_ev_per_a": [[0.2, -0.1, -0.7], [0.0, 0.0, 0.0], [0.0, 0.0, 0.2], [0.0, 0.0, -0.1], [0.0, 0.0, 0.0], [0.0, 0.0, 0.0], [0.0, 0.1, 0.1], [0.0, 0.1, 0.0], [0.0, 0.0, 0.0], [0.0, 0.0, 0.0], [0.0, 0.0, 0.0], [0.0, 0.0, 0.0], [0.0, 0.0, 0.0], [0.0, 0.0, 0.0], [0.0, 0.0, 0.0], [0.0, 0.0, 0.0], [0.0, 0.0, 0.0], [0.0, 0.0, 0.0], [0.0, 0.0, 0.0], [0.0, 0.0, 0.0], [0.0, 0.0, 0.0], [0.0, 0.0, 0.0], [0.0, 0.0, 0.0], [0.0, 0.0, 0.0], [0.0, 0.0, 0.0], [-0.1, 0.0, 0.1], [-0.1, 0.0, -0.2], [-0.1, 0.1, 0.1], [0.2, 0.1, 0.0], [0.0, -0.1, 0.1], [0.1, 0.1, 0.4], [0.0, -0.1, -0.1], [0.0, 0.0, 0.1], [-0.1, 0.1, 0.0], [0.0, 0.0, 0.0], [0.0, -0.1, 0.0], [-0.1, 0.0, 0.0], [0.0, 0.1, 0.1], [0.1, 0.0, 0.0], [0.0, 0.0, 0.0], [0.0, 0.0, 0.0], [0.0, 0.0, 0.0], [0.0, 0.0, 0.0], [0.0, 0.0, 0.0], [0.0, 0.0, 0.1], [0.0, 0.0, 0.0], [0.0, 0.0, 0.0], [0.0, 0.0, 0.0], [0.0, 0.0, 0.0], [0.0, 0.0, 0.0], [0.0, 0.0, 0.0], [0.0, 0.0, 0.0], [0.0, 0.0, 0.0], [0.0, 0.0, 0.0], [0.0, 0.0, 0.0], [0.0, 0.0, 0.0], [0.0, 0.0, 0.0], [0.0, 0.0, 0.0], [0.0, 0.0, 0.0], [0.0, 0.0, 0.0], [0.1, 0.0, 0.0], [0.0, 0.0, 0.0], [0.0, 0.0, 0.0], [0.0, 0.0, 0.0], [0.0, 0.0, -0.1], [0.0, 0.0, 0.0]],
  "mulliken_charge": [1.490, -1.197, 0.436, -1.162, -0.977, -1.120, 0.679, -1.214, -1.109, 0.401, 0.376, 0.272, 0.408, 0.185, 0.402, 0.411, 0.447, 0.445, 0.421, 0.373, 0.341, 0.310, 0.387, 0.206, 0.372, -1.232, -0.414, 0.023, -1.252, -1.189, 0.994, -0.128, -0.999, -1.160, -0.910, -0.035, -1.135, -1.060, -0.960, 0.351, 0.328, 0.321, 0.457, 0.356, 0.397, 0.362, 0.301, 0.350, 0.304, 0.264, 0.379, 0.337, 0.401, 0.195, 0.341, 0.073, 0.395, 0.327, 0.323, 0.437, 0.307, 0.400, 0.297, 0.220, 0.184, 0.467]
}


Entry 2:
{
  "formula": "C16H43N3O2Si2",
  "method": "ωB97M-V with the def2-TZVPD basis set",
  "homo_lumo_gap_ev": 8.7,
  "symbols": ["C", "Si", "O", "Si", "N", "C", "C", "C", "O", "H", "H", "H", "H", "H", "H", "H", "H", "H", "H", "H", "H", "H", "C", "C", "N", "C", "C", "C", "C", "H", "H", "H", "H", "H", "H", "H", "H", "H", "H", "H", "H", "H", "H", "H", "C", "C", "N", "C", "C", "C", "C", "H", "H", "H", "H", "H", "H", "H", "H", "H", "H", "H", "H", "H", "H", "H"],
  "coordinates": [[-5.070, -6.399, -0.111], [-4.543, -4.636, -0.628], [-3.082, -4.058, 0.100], [-1.837, -5.249, 0.205], [-0.503, -5.054, -0.974], [0.771, -5.469, -0.292], [-0.680, -5.843, -2.194], [-1.908, -6.786, -2.545], [0.212, -5.732, -3.080], [-4.780, -7.104, -0.974], [-6.202, -6.454, -0.024], [-4.547, -6.813, 0.810], [-5.674, -3.737, -0.366], [-4.304, -4.634, -2.090], [-1.226, -5.076, 1.544], [-2.305, -6.633, 0.159], [0.598, -5.968, 0.728], [1.493, -4.591, -0.119], [1.372, -6.238, -0.899], [-2.866, -6.204, -2.801], [-2.100, -7.612, -1.773], [-1.641, -7.345, -3.513], [3.206, 2.347, 0.436], [3.661, 1.080, -0.276], [3.502, -0.130, 0.522], [4.191, -1.289, -0.041], [3.711, -1.813, -1.393], [2.163, -0.391, 1.036], [1.023, -0.509, 0.025], [3.710, 2.463, 1.400], [3.447, 3.222, -0.174], [2.126, 2.356, 0.604], [4.724, 1.209, -0.509], [3.137, 1.005, -1.237], [4.169, -2.110, 0.685], [5.253, -1.033, -0.137], [2.771, -2.357, -1.305], [4.446, -2.516, -1.796], [3.587, -1.017, -2.130], [1.906, 0.407, 1.742], [2.181, -1.296, 1.654], [1.056, 0.271, -0.739], [0.063, -0.417, 0.541], [1.023, -1.481, -0.470], [-0.837, 3.547, 0.055], [-0.218, 4.614, 0.950], [-0.180, 5.940, 0.346], [0.658, 6.885, 1.079], [0.230, 7.264, 2.496], [-1.456, 6.471, -0.121], [-2.588, 6.604, 0.897], [-0.334, 3.504, -0.914], [-0.739, 2.566, 0.527], [-1.903, 3.722, -0.112], [0.809, 4.295, 1.161], [-0.747, 4.620, 1.912], [0.773, 7.800, 0.487], [1.669, 6.463, 1.134], [-0.617, 7.949, 2.492], [1.052, 7.781, 3.001], [-0.025, 6.393, 3.102], [-1.811, 5.836, -0.940], [-1.291, 7.446, -0.594], [-2.687, 5.721, 1.532], [-3.539, 6.734, 0.372], [-2.457, 7.479, 1.534]],
  "atomic_forces_ev_per_a": [[0.2, -1.0, -0.5], [0.6, 0.0, 0.4], [-0.2, -2.7, -0.9], [0.0, 2.0, 0.7], [-1.2, -2.7, -0.1], [2.1, -0.2, 0.5], [2.4, 0.9, -3.0], [-0.1, -0.5, -0.5], [-2.7, -0.7, 2.9], [-0.4, 0.9, 1.3], [1.4, 0.1, 0.1], [-0.9, 0.6, -1.0], [0.1, 0.3, 0.2], [0.0, 0.0, 0.0], [-0.1, 0.2, -0.2], [-0.4, -0.1, -0.1], [0.1, 0.8, -1.4], [-1.3, -1.1, -0.3], [-1.1, 1.3, 0.6], [1.4, -0.8, 0.8], [0.1, 1.5, -0.9], [-0.1, 1.1, 1.5], [-0.1, 0.0, 0.0], [-0.1, 0.0, 0.1], [0.2, -0.3, 0.1], [0.2, 0.1, 0.0], [0.0, -0.2, -0.1], [-0.1, 0.3, 0.2], [-0.2, -0.2, 0.0], [-0.1, -0.1, 0.0], [0.0, -0.1, 0.0], [0.1, 0.0, 0.0], [0.0, -0.3, 0.0], [0.0, 0.1, -0.1], [-0.2, 0.1, 0.1], [-0.1, 0.2, 0.0], [0.0, 0.1, -0.1], [0.0, 0.1, 0.0], [0.0, 0.0, 0.1], [0.1, 0.0, -0.1], [0.2, 0.0, -0.1], [0.0, 0.0, 0.0], [0.0, 0.0, 0.0], [0.0, 0.1, -0.1], [-0.1, 0.0, 0.0], [-0.1, 0.0, -0.1], [0.3, 0.3, -0.1], [0.2, -0.1, -0.1], [0.0, 0.2, 0.2], [-0.1, -0.3, -0.2], [-0.2, 0.2, 0.1], [0.0, 0.1, 0.1], [0.0, 0.1, 0.0], [0.1, 0.0, 0.0], [0.0, 0.3, 0.0], [0.0, -0.1, 0.1], [-0.2, -0.1, -0.1], [-0.1, -0.1, 0.0], [0.0, -0.1, 0.0], [0.0, 0.0, 0.0], [0.0, 0.0, -0.1], [0.1, -0.1, 0.1], [0.2, -0.1, 0.1], [0.0, 0.0, 0.0], [0.0, 0.0, 0.0], [0.0, -0.1, 0.1]],
  "mulliken_charge": [-0.917, 0.512, -0.236, 0.375, 0.222, -0.723, 0.544, -0.900, -0.577, 0.250, 0.332, 0.287, -0.195, -0.125, -0.167, -0.153, 0.336, 0.074, 0.322, 0.136, 0.287, 0.320, -1.146, -0.302, 0.101, -0.716, -0.817, -0.740, -0.713, 0.338, 0.469, -0.064, 0.440, 0.260, 0.349, 0.403, 0.075, 0.393, 0.277, 0.353, 0.345, 0.203, 0.347, 0.123, -1.440, -0.271, 0.093, -0.676, -0.967, -0.690, -0.963, 0.295, 0.372, 0.433, 0.424, 0.183, 0.384, 0.344, 0.223, 0.395, 0.269, 0.367, 0.349, 0.254, 0.370, 0.267]
}


Entry 3:
{
  "formula": "C16H44CuN4O8P",
  "method": "ωB97M-V with the def2-TZVPD basis set",
  "de_lowest_kcal_mol": 0.0,
  "homo_lumo_gap_ev": 3.1,
  "total_charge": -2,
  "symbols": ["Cu", "P", "O", "O", "O", "O", "C", "C", "C", "O", "C", "N", "H", "H", "H", "H", "H", "H", "H", "H", "H", "H", "H", "C", "C", "C", "O", "C", "N", "H", "H", "H", "H", "H", "H", "H", "H", "H", "H", "H", "C", "C", "C", "O", "C", "N", "H", "H", "H", "H", "H", "H", "H", "H", "H", "H", "H", "C", "C", "C", "O", "C", "N", "H", "H", "H", "H", "H", "H", "H", "H", "H", "H", "H"],
  "coordinates": [[0.469, -0.934, 0.210], [0.395, -2.511, -2.118], [0.154, -3.929, -2.707], [1.236, -1.765, -3.235], [1.604, -2.703, -1.072], [-0.749, -1.739, -1.407], [-3.274, 0.657, -2.405], [-2.054, 1.011, -3.255], [-2.005, 2.482, -3.721], [-3.093, 2.847, -4.547], [-2.917, 2.431, -5.876], [-0.893, 0.776, -2.416], [-4.222, 0.766, -2.951], [-3.447, 1.275, -1.519], [-3.235, -0.409, -2.177], [-2.017, 0.286, -4.079], [-1.035, 2.725, -4.172], [-1.991, 3.044, -2.782], [-2.164, 3.065, -6.366], [-3.867, 2.563, -6.394], [-2.557, 1.409, -6.013], [-0.048, 0.833, -2.987], [-0.845, -0.225, -2.132], [0.349, 2.749, 0.772], [-0.972, 2.139, 1.220], [-2.130, 3.056, 0.793], [-3.384, 2.463, 1.101], [-4.441, 3.207, 0.556], [-1.050, 0.799, 0.639], [1.209, 2.212, 1.168], [0.432, 3.807, 1.042], [0.484, 2.670, -0.310], [-0.879, 2.062, 2.307], [-2.054, 3.390, -0.247], [-2.065, 3.996, 1.363], [-4.694, 4.039, 1.229], [-5.342, 2.599, 0.469], [-4.259, 3.660, -0.423], [-2.021, 0.500, 0.791], [-1.197, 0.948, -0.374], [3.901, 1.512, 0.157], [3.679, 0.236, -0.611], [4.211, -1.039, 0.030], [5.634, -1.015, -0.005], [6.196, -2.248, 0.419], [2.257, 0.007, -0.931], [3.342, 1.493, 1.098], [3.628, 2.401, -0.416], [4.942, 1.698, 0.440], [4.219, 0.307, -1.565], [3.833, -1.938, -0.468], [3.831, -1.053, 1.064], [5.993, -3.044, -0.300], [5.802, -2.535, 1.398], [7.268, -2.073, 0.494], [2.215, -0.948, -1.357], [2.035, 0.532, -1.775], [-1.157, -2.591, 2.095], [-0.071, -2.002, 2.989], [0.145, -2.927, 4.201], [-1.007, -2.892, 5.063], [-0.891, -3.838, 6.107], [1.183, -1.864, 2.236], [-2.073, -2.877, 2.612], [-0.758, -3.499, 1.632], [-1.384, -1.945, 1.244], [-0.340, -1.030, 3.408], [0.947, -2.557, 4.858], [0.377, -3.969, 3.951], [0.087, -3.765, 6.588], [-1.110, -4.835, 5.711], [-1.697, -3.640, 6.815], [1.898, -1.496, 2.856], [1.439, -2.819, 1.991]],
  "atomic_forces_ev_per_a": [[0.6, -0.2, -0.5], [5.7, -3.5, -2.5], [-1.9, 1.0, 0.9], [-2.0, 1.8, 0.3], [-1.1, 0.8, 1.9], [-0.7, 0.6, 0.3], [-1.1, 0.0, -0.9], [0.4, -0.3, 0.4], [0.1, -1.0, 0.8], [-0.1, 0.1, 0.1], [0.3, 0.4, -0.4], [0.6, 0.8, -0.2], [0.2, 0.1, -0.3], [0.6, -0.1, 0.2], [0.3, 0.1, 0.5], [-0.3, 0.3, -0.4], [0.0, -0.2, -0.4], [-0.5, 0.4, -0.2], [0.0, 0.1, -0.1], [0.0, -0.1, 0.0], [-0.2, -0.1, 0.4], [0.0, 0.0, 0.0], [-0.2, -0.3, 0.3], [0.4, 0.3, -0.5], [0.8, 0.2, -0.6], [0.3, 0.4, 1.2], [0.1, -0.1, -0.9], [-0.7, 0.5, 0.5], [-1.7, 0.1, -0.5], [-0.2, -0.1, 0.2], [0.0, 0.0, 0.1], [-0.3, 0.0, -0.1], [-0.6, 0.0, 0.1], [0.0, -0.6, -0.3], [0.1, 0.1, 0.2], [0.0, 0.1, 0.0], [0.2, -0.3, 0.1], [0.4, -0.3, -0.1], [0.3, -0.5, 0.7], [1.1, -0.1, -0.3], [0.4, 0.4, 0.7], [-0.2, -0.6, -1.3], [-0.2, 0.3, 0.3], [0.4, -0.3, 0.4], [-0.2, 0.8, -0.2], [0.4, 0.1, -0.3], [-0.2, 0.1, -0.1], [-0.4, -0.1, -0.1], [0.1, -0.4, -0.1], [0.2, 0.1, 0.0], [-0.3, 0.2, -0.2], [0.2, -0.2, 0.2], [-0.1, -0.1, 0.0], [0.0, -0.1, 0.1], [0.1, -0.2, 0.0], [-0.4, -0.4, 0.3], [-0.2, 0.3, 0.3], [0.3, -0.2, -0.4], [-0.2, -0.7, 0.7], [-0.4, 0.6, 1.0], [0.0, -0.2, -0.1], [-0.8, 0.3, -0.6], [-0.8, -0.3, 0.2], [0.1, 0.2, 0.3], [0.0, 0.0, 0.0], [-0.1, 0.1, 0.1], [-0.2, 0.1, -0.2], [0.4, 0.0, -0.4], [-0.1, 0.0, -0.4], [0.0, -0.2, 0.1], [0.5, -0.2, 0.1], [0.2, 0.2, 0.2], [0.1, 0.1, -0.2], [0.4, 0.3, -0.7]],
  "mulliken_charge": [0.832, 0.536, -0.933, -0.867, -0.782, -0.586, -1.380, 0.438, -0.401, -0.364, -0.687, -0.141, 0.458, 0.066, 0.332, 0.471, 0.300, 0.005, 0.264, 0.252, 0.326, 0.149, -0.245, -1.300, 0.616, -0.655, -0.323, -0.824, 0.194, -0.037, 0.504, 0.202, 0.374, 0.017, 0.534, 0.313, 0.264, 0.322, 0.351, -0.527, -1.422, 0.129, -0.408, -0.381, -0.774, 0.166, 0.137, 0.327, 0.408, 0.399, 0.595, -0.115, 0.304, 0.285, 0.274, -0.068, 0.105, -1.457, 0.577, -0.909, -0.329, -0.752, -0.455, 0.356, 0.391, 0.233, 0.179, 0.460, 0.405, 0.302, 0.298, 0.238, 0.244, 0.189]
}


| no. | DFT total energy (Ha) | HOMO level (eV) |
| --- | --- | --- |
| 1 | -2366.253853 | -10.70 |
| 2 | -1529.159666 | -8.02 |
| 3 | -3438.789450 | 1.08 |